Entry 1:
This record from the OMol25 dataset describes a single C5H10O molecule. The level of theory is wB97M-V/def2-TZVPD.

Values from the calculation:
Spin multiplicity: 1
Lowest unoccupied orbital energy: 0.0300 Ha
ΔE to the lowest compared entry with this formula, charge and spin: 58.3 kcal/mol
Molecular weight: 86.134 g mol⁻¹

Each line ends with the Löwdin charge.
Atoms and positions in Å:
C1 -1.66595 -1.25100 0.49201  -0.128
C2 -0.40402 -0.49540 0.90402  -0.257
C3 0.10499 0.46811 -0.18381  -0.416
C4 1.24181 1.36696 0.31184  -0.078
C5 0.31105 -0.32865 -1.44737  -0.032
O1 1.32991 0.16578 -2.12134  0.015
H1 -1.49840 -1.78279 -0.44837  0.050
H2 -1.96338 -1.97318 1.25902  0.068
H3 -2.50077 -0.55609 0.33433  0.074
H4 -0.58352 0.07624 1.82460  0.109
H5 0.39996 -1.20958 1.13477  0.114
H6 -0.75281 1.10485 -0.47572  0.149
H7 2.07083 0.76659 0.70595  0.083
H8 1.63680 2.00248 -0.48636  0.070
H9 0.88806 2.01529 1.12205  0.078
H10 1.38544 -0.36960 -2.92561  0.101

---

Entry 2:
This record from the OMol25 dataset describes a single C5H10O molecule. The level of theory is wB97M-V/def2-TZVPD.

Values from the calculation:
Spin multiplicity: 1
Lowest unoccupied orbital energy: 0.0418 Ha
ΔE to the lowest compared entry with this formula, charge and spin: 35.8 kcal/mol
Molecular weight: 86.134 g mol⁻¹

Each line ends with the Löwdin charge.
Atoms and positions in Å:
C1 -0.67943 -1.10286 1.17678  -0.071
C2 0.10106 -0.50308 0.00249  -0.398
C3 -0.19533 -1.20956 -1.31370  -0.068
C4 -0.26807 0.94874 -0.12956  -0.342
C5 0.52969 2.04941 0.38219  -0.078
O1 0.37839 1.80930 -1.04088  -0.054
H1 -0.44686 -0.59106 2.11835  0.081
H2 -0.44535 -2.16520 1.30164  0.079
H3 -1.76147 -1.01928 1.00953  0.082
H4 1.17483 -0.56909 0.22335  0.142
H5 0.08194 -2.26641 -1.26743  0.078
H6 0.35779 -0.73170 -2.12853  0.082
H7 -1.26590 -1.14461 -1.54728  0.086
H8 -1.33850 1.14264 -0.20607  0.153
H9 0.01188 2.89711 0.84644  0.113
H10 1.59673 1.91811 0.43548  0.114

---

Entry 3:
This record from the OMol25 dataset describes a single C5H10O molecule. The level of theory is wB97M-V/def2-TZVPD.

Values from the calculation:
Spin multiplicity: 1
Lowest unoccupied orbital energy: 0.0370 Ha
ΔE to the lowest compared entry with this formula, charge and spin: 2.8 kcal/mol
Molecular weight: 86.134 g mol⁻¹

Each line ends with the Löwdin charge.
Atoms and positions in Å:
O1 1.27098 -1.44993 0.50448  -0.040
C1 1.12925 -0.08727 0.12092  -0.395
C2 0.18276 0.67816 1.07220  -0.136
C3 -1.21556 0.65503 0.40402  -0.184
C4 -1.06945 -0.26367 -0.82120  -0.193
C5 0.39868 -0.08951 -1.21919  -0.153
H1 1.64248 -1.46541 1.39518  0.091
H2 2.11986 0.38650 0.05130  0.137
H3 0.17572 0.19588 2.05708  0.108
H4 0.53132 1.70585 1.22442  0.107
H5 -1.48750 1.66668 0.07918  0.104
H6 -2.00070 0.31816 1.08820  0.103
H7 -1.24685 -1.30707 -0.53920  0.109
H8 -1.76694 -0.00870 -1.62584  0.105
H9 0.78649 -0.87299 -1.87666  0.116
H10 0.54474 0.87991 -1.71338  0.120

---

Entry 4:
This record from the OMol25 dataset describes 3 unconnected molecules or ions with the total composition C5H10O. The level of theory is wB97M-V/def2-TZVPD.

Values from the calculation:
Spin multiplicity: 1
Lowest unoccupied orbital energy: 0.0316 Ha
ΔE to the lowest compared entry with this formula, charge and spin: 68.0 kcal/mol
Molecular weight: 86.134 g mol⁻¹

Each line ends with the Löwdin charge.
Atoms and positions in Å:
C1 -0.43216 -0.44408 1.74547  -0.069
C2 0.60107 -1.23935 1.48995  -0.100
H1 -0.35617 0.63224 1.63117  0.020
H2 -1.39746 -0.83248 2.06015  0.056
H3 1.55759 -0.84220 1.15642  0.060
H4 0.53211 -2.31980 1.59335  0.052
C3 -0.36013 1.80621 -1.26682  -0.073
C4 0.29067 2.18046 -0.17117  -0.105
H5 -1.40188 2.07521 -1.42621  0.052
H6 0.11245 1.19167 -2.02796  0.034
H7 -0.18627 2.77006 0.60956  0.049
H8 1.32788 1.89857 0.00014  0.055
C5 -0.07724 -1.71917 -1.34428  -0.168
O1 0.61851 -1.09404 -2.10467  -0.024
H9 -1.08500 -1.38166 -1.03697  0.082
H10 0.25602 -2.68164 -0.90814  0.079

---

no.,maximum force (eV/Å),frontier orbital gap (eV),HOMO level (Ha)
1,0.43,9.188,-0.308
2,1.60,11.168,-0.369
3,0.35,11.117,-0.372
4,0.57,10.758,-0.364